[1]
This record from OMol25 describes a 6-piece molecular cluster, C36H80N4O4 overall at a distorted geometry. The level of theory is ωB97M-V/def2-TZVPD.

CARTESIAN COORDINATES (ANGSTROEM)
O1 -0.2482 5.1355 -3.8155
O2 0.1624 -0.5037 -1.8931
O3 -0.7445 -0.9915 0.0973
O4 -0.7348 -2.5194 -1.6123
N1 2.7336 -0.2324 5.5799
N2 4.8312 2.5721 -1.0465
N3 -3.7753 0.3937 -3.8078
N4 -3.2201 -4.6660 0.3326
C1 -2.5347 -0.5041 -3.8568
C2 -0.6360 3.8640 -1.8173
C3 4.8982 1.1485 5.8430
C4 -3.5798 -3.1737 0.4501
C5 -1.7339 -4.7837 0.4491
C6 -3.9973 -5.5712 1.2241
C7 2.6053 1.5443 -0.9073
C8 0.5402 -0.7982 4.5629
C9 -5.0039 -0.4875 -3.9541
C10 -4.9983 2.3283 -4.9751
C11 -4.2440 -6.8873 0.4644
C12 2.6872 2.7138 0.1329
C13 3.5049 0.8321 6.3969
C14 1.4813 -0.3834 3.4197
C15 -3.2387 -2.5960 1.8517
C16 5.2903 2.6326 5.8685
C17 5.6602 1.9403 2.3659
C18 2.6815 0.2131 4.1201
C19 -3.8911 -6.5348 -1.0131
C20 5.7763 3.4632 -1.8149
C21 -0.3966 -1.3766 -1.1982
C22 -3.7860 1.4123 -4.9382
C23 0.1787 4.0730 -3.1070
C24 5.5123 1.5803 -0.1344
C25 3.9259 3.5378 -0.2306
C26 -3.7145 -5.0514 -1.0619
C27 3.3860 -1.6022 5.5794
C28 3.7785 1.8761 -1.8312
C29 0.2335 2.7540 -3.8492
C30 6.3314 2.1725 1.0129
C31 -3.8223 1.0990 -2.5015
C32 1.2338 -0.2045 5.8075
C33 -4.8116 3.3304 -6.0785
C34 -4.5530 -1.9111 -3.6913
C35 -3.0666 -1.9273 -4.1591
C36 -3.5512 -1.0752 1.8335
H1 7.2902 1.6518 1.0563
H2 -3.6614 0.9237 -5.9086
H3 -2.9831 -2.6843 -0.3201
H4 6.2206 2.5770 3.0511
H5 5.5179 0.5134 6.4815
H6 1.0396 -0.7238 6.7471
H7 2.8781 1.7186 6.4646
H8 -1.1530 -4.1303 -0.2103
H9 2.6737 1.2841 3.9072
H10 -2.1380 -0.5228 -2.8490
H11 -2.8010 1.8875 -4.8859
H12 -3.5477 0.4137 -1.6985
H13 -1.4666 -5.7476 0.0109
H14 -5.0405 -2.6763 -4.2927
H15 -0.2402 -0.1496 -0.0565
H16 0.3801 -1.8761 4.6207
H17 4.5945 2.1685 2.3165
H18 -5.7632 3.7564 -6.3983
H19 -4.6346 -0.9705 1.7934
H20 -4.6443 -6.9197 -1.6932
H21 3.6493 -0.0818 3.7128
H22 3.0860 -1.9556 6.5657
H23 -1.6829 3.6165 -2.0378
H24 6.0968 0.9740 -0.8330
H25 3.6294 0.2872 7.3305
H26 0.7597 1.9015 -3.3767
H27 5.0338 3.0092 6.8594
H28 -4.8411 1.3147 -2.1764
H29 1.8458 3.3946 -0.0028
H30 -4.9752 -5.1506 1.4609
H31 1.6736 -1.2657 2.8062
H32 -3.0586 -0.6380 0.9656
H33 6.6044 3.2207 0.8979
H34 -4.6914 -4.6063 -1.2553
H35 -4.6521 -3.1034 0.2835
H36 0.9381 0.2537 2.7235
H37 -0.7727 2.3251 -3.9602
H38 2.7746 -2.1132 4.8372
H39 -5.8566 1.6968 -5.2150
H40 -3.1342 -0.5188 2.6713
H41 2.7286 0.5334 -0.5210
H42 -3.2461 2.0193 -2.5466
H43 6.3404 4.0907 -1.1301
H44 3.6873 4.3178 -0.9483
H45 -3.3881 -5.7252 2.1110
H46 2.6447 2.3987 1.1755
H47 -0.5378 4.7059 -1.1339
H48 -1.8042 -0.2747 -4.6261
H49 4.8425 0.8065 0.2399
H50 -5.3985 -0.5064 -4.9686
H51 -4.6870 -2.1887 -2.6433
H52 5.0707 0.7087 4.8600
H53 -4.1500 4.1721 -5.8747
H54 1.6318 1.6260 -1.3860
H55 -2.9241 -7.0071 -1.1954
H56 6.3590 2.6211 5.6822
H57 -3.5463 -7.5488 0.9832
H58 -0.3898 2.9309 -1.2728
H59 4.1981 1.1077 -2.4797
H60 4.4417 -1.6746 5.3479
H61 5.3070 4.0729 -2.5813
H62 -5.7798 -0.1155 -3.2928
H63 4.5125 3.8810 0.6172
H64 5.7399 0.9109 2.7186
H65 -2.4341 -2.6096 -3.5940
H66 -2.9834 -4.6109 -1.7384
H67 -2.1740 -2.6246 2.0854
H68 -4.3954 2.8474 -6.9675
H69 1.2367 4.2057 -2.7539
H70 3.4062 2.6313 -2.5308
H71 -0.4751 -0.4380 4.4076
H72 6.4660 2.7484 -2.2647
H73 -3.0853 -2.1285 -5.2284
H74 4.6190 3.1478 5.1828
H75 -5.1951 2.8209 -4.0223
H76 -3.7655 -3.1947 2.5947
H77 -5.1875 -7.4202 0.5488
H78 0.8532 0.8075 5.9313
H79 -1.4682 -4.6189 1.4866
H80 0.8319 2.6832 -4.7629

Computed properties:
* highest occupied orbital energy: -8.138 eV
* relative energy (zero: lowest compared OMol25 entry of this formula, charge and spin): 2.034 eV
* charge: +2
* spin multiplicity: 1
* HOMO-LUMO gap: 3.96 eV
* largest force on an atom: 3.9 eV/Å

Löwdin population analysis, charges in e, atoms 1 to 8: -0.28 -0.03 0.01 -0.06 -0.25 -0.26 -0.23 -0.25



[2]
This record from OMol25 describes a 5-piece molecular cluster, C36H80N6O4 overall at a distorted geometry. The level of theory is ωB97M-V/def2-TZVPD.

CARTESIAN COORDINATES (ANGSTROEM)
O1 -4.2698 -0.9631 1.2216
O2 -8.5881 -4.5618 0.8073
O3 -6.6153 -1.4033 1.3639
O4 -1.4093 -3.6000 0.3840
N1 2.6330 4.5509 7.1183
N2 0.6286 -9.0925 -0.2509
N3 2.3467 4.8805 -0.6416
N4 1.6309 -0.5407 0.3657
N5 0.8571 5.1465 -8.3687
N6 -0.2124 1.3243 3.3970
C1 0.5946 6.2277 -7.4179
C2 2.2354 -7.6645 1.0388
C3 -0.1184 -10.3549 -0.2827
C4 1.3546 3.9004 -7.7751
C5 0.6520 -11.6219 -0.6402
C6 -0.1554 4.9288 -9.4056
C7 0.3640 3.0498 -6.9866
C8 3.7952 4.7081 -0.7603
C9 0.3635 -0.8171 0.4564
C10 1.6179 5.2069 -3.0730
C11 1.5977 4.0329 8.0136
C12 -8.2083 -3.4511 1.7071
C13 3.2447 3.5563 6.2299
C14 -0.4664 6.1722 -10.2343
C15 1.0105 -8.5619 -1.5603
C16 -0.6957 6.1593 -6.6068
C17 -5.4039 -1.1758 2.1674
C18 1.5650 3.6703 -0.3734
C19 2.2105 -9.1949 -2.2580
C20 0.2128 3.7829 7.4247
C21 1.7368 5.7510 -1.6530
C22 2.3413 5.8217 6.4492
C23 1.9862 6.9556 7.4071
C24 -2.0838 -4.8041 0.8929
C25 -6.7850 -2.8441 1.0957
C26 -1.2810 -1.1033 0.5591
C27 -0.8760 0.9339 2.3578
C28 -1.9694 -5.1606 3.5064
C29 1.6560 -9.0550 0.7935
C30 -1.9265 0.2252 1.2666
C31 -1.4460 -2.4983 1.4022
C32 -1.1848 -5.4965 2.0962
C33 2.0164 2.9075 0.8692
C34 2.4068 3.0416 5.0639
C35 -3.4211 0.0236 1.9073
C36 4.3083 3.7437 -1.8252
H1 2.2175 4.1219 -7.1335
H2 4.1815 4.3763 0.2104
H3 3.2312 6.1424 5.8951
H4 -0.9710 -10.2562 -0.9671
H5 0.5983 7.1760 -7.9677
H6 2.2779 6.7056 -1.6858
H7 0.1487 -8.6035 -2.2385
H8 1.5844 -11.7168 -0.0777
H9 -0.5067 -2.7186 2.1056
H10 -0.9516 6.9510 -9.6390
H11 5.3556 3.4931 -1.6197
H12 -6.8514 -2.9775 -0.0726
H13 0.7288 6.0158 -1.3084
H14 -0.6158 5.4516 -5.7791
H15 1.2109 -9.3839 1.7398
H16 -1.4733 -4.2040 3.9715
H17 1.6361 2.3450 5.3976
H18 3.0487 2.4933 4.3656
H19 3.0155 2.4793 0.7470
H20 -5.1989 -2.0365 2.9428
H21 -8.9810 -2.5732 1.7481
H22 -3.1201 -4.9488 3.3470
H23 -0.1284 4.6021 6.7855
H24 -2.0709 -5.5926 -0.0021
H25 3.5859 2.6985 6.8240
H26 -2.0439 1.0396 0.4021
H27 4.1645 3.9909 5.8176
H28 1.4876 4.7318 8.8509
H29 -1.8579 -6.0753 4.2545
H30 -0.9043 7.1408 -6.1653
H31 0.0406 -12.5005 -0.4064
H32 0.4432 6.5885 -10.6807
H33 1.4453 -6.9402 1.2646
H34 1.5730 2.9868 -1.2297
H35 2.8075 -7.3014 0.1801
H36 1.9503 3.1068 8.4853
H37 2.0188 3.5552 1.7526
H38 -5.8923 -3.5034 1.4872
H39 1.8815 7.8930 6.8497
H40 2.4775 -9.7467 0.5764
H41 -2.3842 -2.5563 2.0990
H42 -1.1186 -6.6696 1.9149
H43 1.9322 3.8498 4.5014
H44 -1.5631 5.8887 -7.2154
H45 -0.5725 -10.5045 0.7055
H46 -1.0897 4.5436 -8.9825
H47 0.5190 3.9539 -0.2081
H48 -0.5179 3.6799 8.2354
H49 -0.0724 -5.1096 2.0773
H50 1.4402 6.3196 -6.7243
H51 2.5815 5.2012 -3.5848
H52 0.7975 2.0609 -6.8003
H53 2.7701 7.0995 8.1587
H54 0.2107 4.1667 -10.1033
H55 1.2102 -7.4897 -1.4506
H56 3.0568 -9.3518 -1.5834
H57 2.9178 -7.6928 1.8954
H58 1.9518 -10.1494 -2.7209
H59 -3.9753 1.0751 1.7963
H60 -1.6267 -1.3042 -0.5413
H61 -1.1505 5.9128 -11.0498
H62 3.7503 2.8034 -1.8475
H63 -3.3273 -0.1559 3.0716
H64 1.3288 2.0774 1.0650
H65 2.5568 -8.5361 -3.0629
H66 -3.2177 -4.6506 1.1756
H67 0.1441 3.4868 -6.0113
H68 0.1793 2.8549 6.8501
H69 -0.5752 2.8958 -7.5241
H70 1.1980 4.1981 -3.1003
H71 1.5358 5.7150 5.7142
H72 -8.2459 -5.4423 1.1837
H73 1.0376 6.7761 7.9213
H74 4.2695 5.6856 -0.9148
H75 0.9523 5.8516 -3.6577
H76 1.7628 3.2797 -8.5833
H77 -5.5306 -0.1591 2.7557
H78 4.2804 4.1896 -2.8216
H79 0.8778 -11.6692 -1.7067
H80 -8.0865 -3.8675 2.7968

Computed properties:
* highest occupied orbital energy: -7.808 eV
* charge: 0
* spin multiplicity: 1
* HOMO-LUMO gap: 8.02 eV
* SMILES: CCCOC[C@H](C#N)[C@H](C#N)COCOCCO.CCN(CC)CC.CCN(CC)CC.CCN(CC)CC.CCN(CC)CC
* largest force on an atom: 12.0 eV/Å

Löwdin population analysis, charges in e, atoms 1 to 8: -0.16 -0.14 -0.15 -0.21 -0.19 -0.19 -0.19 0.11